Entry 1:
This record from the Open Molecules 2025 dataset describes a 3-piece molecular cluster, C2H10N2O3 overall at a distorted geometry. The level of theory is ωB97M-V/def2-TZVPD.

Geometry (Å):
N -2.070 -0.133 -1.240
C -0.693 0.012 -0.715
C -0.574 -0.561 0.694
N -1.211 -1.752 0.845
O 0.355 -0.217 1.413
H -2.606 0.573 -0.737
H -2.102 0.277 -2.173
H -0.088 -0.642 -1.346
H -0.190 0.977 -0.725
H -1.923 -1.957 0.162
H -1.151 -2.191 1.748
O 0.522 2.682 1.140
H 0.267 2.083 1.849
H 1.193 2.165 0.684
O 3.131 -0.343 -1.698
H 2.943 -0.973 -2.400
H 2.781 -0.761 -0.903

Summary:
Molar mass in g/mol: 110.11
Charge: 0
Electronic energy in eV: -11359.2129
Energy relative to the best compared isomer or geometry (same formula, charge and spin) in kcal per mole: 18.9
Orbital gap in eV: 10.589

Want to see where the charge sits? The Mulliken charges in e are: N -0.72; C -0.09; C 0.40; N -0.39; O -0.64; H 0.22; H 0.26; H 0.22; H 0.25; H 0.25; H 0.25; O -0.65; H 0.33; H 0.32; O -0.64; H 0.31; H 0.32

=====

Entry 2:
This record from the Open Molecules 2025 dataset describes a 3-piece molecular cluster, C4H8O2 overall at a distorted geometry. The level of theory is ωB97M-V/def2-TZVPD.

Geometry (Å):
C -0.199 2.014 0.494
O 0.619 0.896 0.753
C 0.832 0.046 -0.279
C 1.418 -1.132 -0.082
C -1.800 -0.534 -0.414
O -2.435 -0.784 -1.326
H -0.065 2.695 1.335
H 0.093 2.522 -0.433
H -1.255 1.725 0.428
H 0.547 0.399 -1.273
H 1.609 -1.808 -0.905
H 1.717 -1.426 0.919
H -0.169 -2.277 0.356
H -0.912 -2.336 0.428

Summary:
Molar mass in g/mol: 88.11
Charge: 0
Electronic energy in eV: -8369.6873
Energy relative to the best compared isomer or geometry (same formula, charge and spin) in kcal per mole: 82.9
Orbital gap in eV: 9.715

Want to see where the charge sits? The Mulliken charges in e are: C -0.63; O -0.35; C 0.13; C -1.11; C 0.19; O -0.26; H 0.26; H 0.30; H 0.26; H 0.43; H 0.37; H 0.37; H 0.04; H 0.00

=====

Entry 3:
This record from the Open Molecules 2025 dataset describes a 2-piece molecular cluster, H4O2 overall at a distorted geometry. The level of theory is ωB97M-V/def2-TZVPD.

Geometry (Å):
O -0.279 0.230 1.517
H -0.716 -0.578 1.870
H -0.880 0.968 1.768
O 0.431 0.126 -1.829
H 1.313 -0.185 -2.134
H 0.131 -0.562 -1.192

Summary:
Molar mass in g/mol: 36.03
Charge: 0
Electronic energy in eV: -4159.7107
Energy relative to the best compared isomer or geometry (same formula, charge and spin) in kcal per mole: 5.3
Orbital gap in eV: 11.969

Want to see where the charge sits? The Mulliken charges in e are: O -0.64; H 0.32; H 0.32; O -0.64; H 0.32; H 0.32

=====

Entry 4:
This record from the Open Molecules 2025 dataset describes a 2-piece molecular cluster, C3H9NO2 overall at a distorted geometry. The level of theory is ωB97M-V/def2-TZVPD.

Geometry (Å):
N 0.290 1.639 -1.332
C 1.238 2.166 -2.165
O 2.420 2.072 -1.937
H 0.692 1.368 -0.434
H -0.654 1.969 -1.350
H 0.831 2.628 -3.074
C -0.483 -2.218 0.702
C -0.787 -0.931 1.494
O 0.296 -0.049 1.283
H 0.038 -2.919 1.354
H 0.054 -2.009 -0.218
H -1.379 -2.756 0.380
H -1.678 -0.487 1.031
H -1.012 -1.257 2.509
H 0.136 0.782 1.755

Summary:
Molar mass in g/mol: 91.11
Charge: 0
Electronic energy in eV: -8841.7610
Energy relative to the best compared isomer or geometry (same formula, charge and spin) in kcal per mole: 27.5
Orbital gap in eV: 10.566

Want to see where the charge sits? The Mulliken charges in e are: N -0.28; C 0.08; O -0.53; H 0.21; H 0.23; H 0.32; C -1.07; C -0.16; O -0.56; H 0.26; H 0.32; H 0.34; H 0.24; H 0.30; H 0.30

=====

Entry 5:
This record from the Open Molecules 2025 dataset describes a 3-piece molecular cluster, C3H12NO2S overall at a distorted geometry. The level of theory is ωB97M-V/def2-TZVPD.

Geometry (Å):
C 2.264 0.095 -0.321
C 1.500 1.421 -0.561
C 0.469 1.356 -1.732
S -0.696 0.025 -1.809
N 0.718 1.695 0.720
H 1.531 -0.753 -0.239
H 2.482 0.011 0.741
H 2.962 -0.070 -1.153
H 2.249 2.235 -0.430
H 0.054 2.402 -1.751
H 1.137 1.209 -2.579
H 0.059 2.448 0.594
H 0.507 0.872 1.242
H -1.582 -0.860 0.320
H -2.803 -0.207 -0.275
O -2.478 -0.571 0.555
H -2.755 -3.361 2.825
H -2.715 -3.747 1.493
O -2.902 -4.200 2.360

Summary:
Molar mass in g/mol: 126.20
Charge: -1
Electronic energy in eV: -19726.0912
Energy relative to the best compared isomer or geometry (same formula, charge and spin) in kcal per mole: 39.6
Orbital gap in eV: 6.426

Want to see where the charge sits? The Mulliken charges in e are: C -1.37; C 0.12; C -0.49; S -0.67; N -0.60; H 0.29; H 0.46; H 0.31; H 0.24; H 0.30; H 0.15; H 0.21; H 0.16; H 0.26; H 0.32; O -0.68; H 0.32; H 0.34; O -0.67

=====

Entry 6:
This record from the Open Molecules 2025 dataset describes C30H22ClCo2N2O6 as an isolated structure at a distorted geometry. The level of theory is ωB97M-V/def2-TZVPD.

Geometry (Å):
O 1.167 2.080 12.465
C 1.074 1.037 11.960
Co 0.921 -0.473 11.123
C 1.039 -1.531 9.671
O 1.206 -1.844 8.557
C 2.640 -0.540 11.322
O 3.791 -0.531 11.461
C -0.595 -1.205 11.915
C -0.848 -0.208 11.046
C -1.867 0.608 10.487
C -3.154 -0.258 10.305
C -4.379 0.223 10.786
C -5.479 -0.633 10.888
C -5.430 -1.964 10.478
C -4.221 -2.441 9.986
C -3.116 -1.592 9.852
Co 0.286 -2.881 11.409
C 1.985 -3.355 11.614
O 2.994 -3.892 11.626
C -0.444 -3.929 10.173
O -1.005 -4.647 9.456
C -0.155 -3.878 12.753
O -0.441 -4.659 13.577
H -1.064 -1.311 12.904
H -2.126 1.429 11.149
H -4.414 1.250 11.167
H -6.406 -0.233 11.291
H -6.328 -2.595 10.506
H -4.163 -3.472 9.636
H -2.194 -2.000 9.425
C -1.174 0.868 6.609
N -1.642 1.928 7.487
C -0.895 2.322 8.599
H -1.488 1.061 9.583
C 0.547 2.480 8.400
C 0.951 3.573 7.606
C 2.288 3.760 7.277
Cl 2.705 5.028 6.235
C 3.274 2.938 7.819
C 2.885 1.866 8.622
C 1.539 1.659 8.920
N -1.555 3.439 9.111
C -0.995 4.274 10.166
C -2.474 3.901 8.168
C -2.529 2.946 7.143
C -3.077 3.246 5.895
C -3.503 4.564 5.704
C -3.469 5.507 6.723
C -2.955 5.198 7.989
H -1.994 0.503 5.976
H -0.371 1.230 5.947
H -0.763 0.054 7.232
H 0.212 4.292 7.262
H 4.318 3.158 7.617
H 3.656 1.195 9.022
H 1.225 0.842 9.627
H -1.796 4.889 10.601
H -0.546 3.623 10.933
H -0.207 4.960 9.804
H -3.133 2.442 5.162
H -3.859 4.852 4.722
H -3.845 6.512 6.551
H -2.903 5.886 8.833

Summary:
Molar mass in g/mol: 659.83
Charge: -1
Electronic energy in eV: -134502.6546
Energy relative to the best compared isomer or geometry (same formula, charge and spin) in kcal per mole: 86.7
Orbital gap in eV: 3.813

Want to see where the charge sits? The Mulliken charges in e are: O -0.47; C -1.23; Co 0.41; C -0.68; O -0.52; C 0.41; O -0.47; C 0.30; C -0.26; C 2.01; C 0.40; C -0.51; C -0.60; C -0.52; C -0.85; C 0.10; Co 0.37; C 0.03; O -0.39; C 0.08; O -0.42; C 0.51; O -0.46; H 0.34; H 0.43; H 0.33; H 0.33; H 0.35; H 0.40; H 0.41; C -1.02; N 0.73; C -0.99; H -1.98; C 0.58; C -0.84; C -0.09; Cl -0.26; C -0.77; C -0.70; C 1.99; N 0.88; C -0.96; C 0.64; C 0.80; C -0.97; C -0.54; C -0.62; C -1.00; H 0.43; H 0.29; H 0.18; H 0.47; H 0.40; H 0.36; H -0.14; H 0.41; H 0.13; H 0.31; H 0.37; H 0.36; H 0.37; H 0.34

=====

Please write out number 1 again, unchanged.
This record from the Open Molecules 2025 dataset describes a 3-piece molecular cluster, C2H10N2O3 overall at a distorted geometry. The level of theory is ωB97M-V/def2-TZVPD.

Geometry (Å):
N -2.070 -0.133 -1.240
C -0.693 0.012 -0.715
C -0.574 -0.561 0.694
N -1.211 -1.752 0.845
O 0.355 -0.217 1.413
H -2.606 0.573 -0.737
H -2.102 0.277 -2.173
H -0.088 -0.642 -1.346
H -0.190 0.977 -0.725
H -1.923 -1.957 0.162
H -1.151 -2.191 1.748
O 0.522 2.682 1.140
H 0.267 2.083 1.849
H 1.193 2.165 0.684
O 3.131 -0.343 -1.698
H 2.943 -0.973 -2.400
H 2.781 -0.761 -0.903

Summary:
Molar mass in g/mol: 110.11
Charge: 0
Electronic energy in eV: -11359.2129
Energy relative to the best compared isomer or geometry (same formula, charge and spin) in kcal per mole: 18.9
Orbital gap in eV: 10.589

Want to see where the charge sits? The Mulliken charges in e are: N -0.72; C -0.09; C 0.40; N -0.39; O -0.64; H 0.22; H 0.26; H 0.22; H 0.25; H 0.25; H 0.25; O -0.65; H 0.33; H 0.32; O -0.64; H 0.31; H 0.32